Below is C4H7NO2S in the gas phase, with properties calculated with ωB97M-V/def2-TZVPD.

The geometry in XYZ format:
```
15
Properties=species:S:1:pos:R:3:forces:R:3
O -0.110717 2.224771 -0.536971 1.0 0.3 0.1
N 2.218424 -1.315558 -0.118512 0.2 1.6 0.5
C -2.432298 0.004526 0.661240 -0.7 -0.6 -0.3
H 0.343361 3.005575 -0.136459 -0.2 -0.8 -0.6
C 0.757792 1.168521 -0.493728 0.6 0.6 2.6
H 0.274687 -2.130104 -0.446330 0.7 -0.6 0.1
H -3.456115 -0.586718 0.582600 1.9 1.7 0.2
S -1.553754 -0.437185 -0.922328 -0.7 0.2 0.4
H -1.892109 -0.431124 1.559777 -0.5 0.8 -1.1
H 2.726202 -2.137360 0.065508 0.1 -1.1 0.1
O 1.925822 1.283728 -0.064113 -1.4 0.7 -1.2
C 0.127567 -0.109424 -0.593678 1.2 -1.9 0.0
H -2.503536 1.146364 0.636054 -0.3 -1.8 0.6
H 2.658863 -0.424250 0.167147 -0.4 -0.5 -0.6
C 0.915808 -1.261767 -0.360210 -1.6 1.6 -0.6
```
Forces are in eV/Å.

Below is a molecular structure, C4H7NO2S, with properties calculated with ωB97M-V/def2-TZVPD.

The geometry in XYZ format:
```
15
Properties=species:S:1:pos:R:3:forces:R:3
H 0.016055 -1.193010 0.188634 0.4 0.2 -1.0
S -1.211039 -1.549288 2.508586 -2.7 3.8 -0.2
C 0.729498 -0.412978 -2.450635 -0.4 -0.1 0.3
H -1.362865 -0.233861 0.161176 0.1 0.6 -0.4
C -0.289162 -0.159147 0.371078 -0.4 -1.8 1.4
C -0.155987 -0.186673 1.898888 0.8 0.7 0.4
H 0.412471 -1.313325 -1.897769 0.1 0.2 0.1
H -2.374586 -0.186609 2.351465 1.9 -3.8 0.6
H 0.887724 -0.267431 2.222610 -0.1 -0.5 -0.3
O 0.651759 2.007419 0.103752 -0.1 -0.5 0.5
N 0.690238 0.763945 -1.713314 0.1 -1.1 -0.8
H 1.020395 1.585091 -2.211364 0.0 0.0 0.3
O 1.050967 -0.465972 -3.605793 0.1 0.2 -0.1
H -0.473798 0.698882 2.438895 -0.1 0.2 -0.4
C 0.408328 0.912958 -0.366209 0.2 1.8 -0.5
```
Forces are in eV/Å.

Below is 2 unconnected molecules or ions with the total composition C4H7NO3, with properties calculated with ωB97M-V/def2-TZVPD.

The geometry in XYZ format:
```
15
Properties=species:S:1:pos:R:3:forces:R:3
C 0.053733 -0.844470 -1.590748 2.4 -2.3 -0.2
H 0.321979 2.471876 0.356768 -0.2 0.0 -0.2
H 0.022499 0.387880 3.590423 0.5 -0.3 -0.3
H 1.004886 -2.448126 -0.563636 -0.5 0.6 1.6
H -1.061513 0.515081 -2.681715 -0.6 0.0 0.2
H -1.403317 0.237100 2.721594 0.0 -0.2 -0.6
O 1.384036 0.927080 1.563349 0.2 -2.1 -0.7
O -0.684081 0.865430 0.478822 0.3 -2.3 0.6
C 1.104249 -1.478278 -1.034313 -1.7 -0.5 -1.9
O -0.627874 2.278898 0.217873 1.1 -0.5 0.8
N -0.401108 0.158407 2.705413 -0.3 -1.4 -0.1
C 0.309147 0.375242 1.562228 -1.6 7.1 0.5
C -0.802231 -0.521578 -2.517444 0.1 1.0 0.5
H 1.981769 -1.620601 -1.656594 0.2 1.0 -0.2
H -1.202174 -1.303941 -3.152019 0.2 0.1 -0.1
```
Forces are in eV/Å.

Below is C4H7NO3 in the gas phase, with properties calculated with ωB97M-V/def2-TZVPD.

The geometry in XYZ format:
```
15
Properties=species:S:1:pos:R:3:forces:R:3
H -1.461202 -0.927819 1.689427 -0.6 0.2 -0.1
O 1.059436 -1.320322 -1.958740 -0.5 -0.6 -0.1
H 0.878735 -0.494640 1.292457 -0.1 0.0 0.1
C 0.177762 -0.507666 0.463278 -0.6 0.0 -1.6
H 1.133406 1.188580 -0.177951 -0.1 0.7 -0.1
C 1.323240 -0.015661 -1.695170 -0.6 -0.3 -0.3
C -1.301465 1.169826 1.541979 0.0 -0.1 1.2
C -1.256789 -0.194842 0.898432 1.4 0.3 0.3
H 1.190903 -1.560808 -2.893307 0.4 0.6 0.5
H -2.272669 1.502729 1.950909 -0.2 0.0 -0.4
H -1.963801 -0.273131 0.074452 -0.1 -0.1 0.1
H 0.180181 -1.481209 -0.022576 0.1 -0.1 0.4
O -0.324309 1.820881 1.831374 -0.1 -0.2 -0.5
N 0.610984 0.440266 -0.594794 1.0 -0.7 0.4
O 2.025586 0.653816 -2.399772 0.2 0.4 0.0
```
Forces are in eV/Å.

Below is C4H7NO3 in the gas phase, with properties calculated with ωB97M-V/def2-TZVPD.

The geometry in XYZ format:
```
15
Properties=species:S:1:pos:R:3:forces:R:3
O -0.083207 -3.291010 0.084467 -0.3 1.1 0.0
H 1.426392 -0.829806 0.839708 -1.5 -1.6 0.3
C 0.966215 1.594346 0.648330 1.8 -0.7 -2.7
N -0.564767 -2.026155 -0.110440 4.9 6.0 4.6
H -0.964939 -3.656467 0.120232 -0.2 -1.5 -0.1
H 1.969568 1.061560 0.129494 -2.3 1.5 1.8
O -1.468869 0.633735 -1.796263 4.1 -0.2 1.8
H -2.112413 0.575080 -0.042855 2.3 1.7 2.8
H 0.908795 2.653712 -0.081841 -0.1 -2.7 3.2
C 0.293841 -0.922070 0.685652 -2.8 -1.5 -5.5
H 0.920494 1.389071 1.782281 0.8 1.8 -1.5
C -0.312877 0.608270 -1.274146 -2.6 -0.1 -2.8
H 0.612790 0.588958 -1.976276 -1.2 0.0 1.1
O -1.469454 0.993867 0.755227 0.1 -2.1 -3.0
C -0.121569 0.626911 0.236430 -3.0 -1.7 -0.2
```
Forces are in eV/Å.

Below is C4H7NO3 in the gas phase, with properties calculated with ωB97M-V/def2-TZVPD.

The geometry in XYZ format:
```
15
Properties=species:S:1:pos:R:3:forces:R:3
H 0.634217 -1.762035 -1.230316 -0.5 -1.0 0.6
O -1.407909 -1.399279 -0.894131 -2.6 3.3 0.3
H 0.899297 -0.946244 1.216523 -0.8 0.1 0.5
O -0.927576 0.208119 0.992223 4.3 1.1 3.0
H 0.373450 1.413093 2.281510 0.9 0.9 -0.4
H -1.417383 1.231751 2.756958 1.2 0.4 -0.7
N 1.182456 0.996434 -1.149600 -1.7 -1.3 -3.0
H -0.311772 -0.057596 3.232210 0.0 1.7 -2.9
C 0.331784 -0.294104 0.546061 -0.3 -2.4 -3.3
C -0.093099 -1.037669 -0.869973 2.1 3.4 0.6
H 0.293808 0.336669 -2.883999 -0.3 -0.4 1.7
H -1.950344 -0.454732 -0.669326 2.1 -4.0 -0.8
O 1.381689 0.630152 0.134482 -1.6 -0.3 1.9
C 0.370982 0.162984 -1.760057 1.4 1.7 0.1
C -0.471018 0.794142 2.331145 -4.3 -3.1 2.4
```
Forces are in eV/Å.

Below is a molecular structure, C4H7NO3S2, with properties calculated with ωB97M-V/def2-TZVPD.

The geometry in XYZ format:
```
17
Properties=species:S:1:pos:R:3:forces:R:3
H -0.326818 -1.089089 -2.389711 -2.2 -0.4 -3.2
O 2.443975 2.062021 -0.795101 -0.5 1.7 -1.8
O 1.869094 1.018184 1.312997 0.2 -0.1 -1.5
C -1.051704 1.532714 0.602446 -3.2 -0.6 -1.6
H -0.842699 -1.191005 -3.125939 2.0 0.4 2.9
N -0.699497 0.145065 0.152040 2.3 3.7 -0.7
H -2.249069 -0.825801 1.263452 2.0 -0.3 -1.2
C -1.245312 -0.933032 0.689448 -3.2 -2.1 1.5
S 2.133472 0.866492 -0.139158 1.5 -2.2 3.8
O 3.003764 -0.294800 -0.444128 -0.9 1.6 -0.3
H -0.243701 1.958554 1.107444 1.4 0.4 0.9
S 1.005955 -1.626349 -0.275311 -1.7 -1.3 0.4
C -0.540083 -2.067665 0.462734 1.6 -0.2 0.2
H -1.905538 1.292109 1.336190 1.0 1.3 -1.3
H -0.586544 -3.058886 0.935184 -0.6 0.6 -0.5
H -1.289304 2.240687 -0.317878 0.0 -1.7 2.0
C 0.524006 -0.029195 -0.374710 0.1 -0.7 0.3
```
Forces are in eV/Å.

Below is a molecular structure, C4H7NO4, with properties calculated with ωB97M-V/def2-TZVPD.

The geometry in XYZ format:
```
16
Properties=species:S:1:pos:R:3:forces:R:3
O 0.269929 -0.620646 -1.263100 0.7 1.8 0.2
H -2.263741 0.342585 2.273139 0.1 0.0 0.0
H 1.135825 -0.564212 1.946437 0.1 0.1 0.1
C 0.846290 0.853186 -1.141074 -0.8 -0.7 -1.1
H -1.108537 1.371883 -1.327354 0.2 0.5 0.0
H 0.099511 2.676642 -1.551541 -0.3 -0.1 0.2
N -0.157019 1.714127 -1.399345 0.3 -1.0 0.2
O 2.010445 1.053858 -1.043800 -0.5 -0.5 0.1
H -0.925160 -0.640586 -0.805262 -0.2 0.6 2.0
C 0.483917 -0.611070 1.091863 -0.7 -0.8 0.6
O -1.697645 -0.414591 0.239540 0.5 -0.6 -1.5
H 2.000049 -1.317582 -0.275736 -0.1 0.1 -0.2
H 0.556352 -2.358941 -0.234450 0.0 0.1 -0.1
C 0.919434 -1.330587 -0.143706 -0.4 0.1 0.5
O -1.315960 0.190431 2.393366 -0.3 -0.3 -0.2
C -0.853691 -0.344499 1.241021 1.4 0.5 -0.6
```
Forces are in eV/Å.

Below is C4H7NO4 in the gas phase, with properties calculated with ωB97M-V/def2-TZVPD.

The geometry in XYZ format:
```
16
Properties=species:S:1:pos:R:3:forces:R:3
H -1.500581 -2.215145 -0.345040 1.4 1.0 -0.9
C 1.559976 0.293594 0.860334 -1.1 0.9 -3.3
H 1.767079 0.673114 1.817930 -0.4 0.4 1.4
H 2.523645 -0.146571 0.520085 -0.9 -0.1 -0.3
N -1.646652 0.249959 0.531535 -1.3 1.8 -1.5
C 0.939578 1.391043 -0.127937 3.2 -0.4 -1.9
H 1.676883 1.800967 -0.899827 -0.6 0.0 1.7
H -1.176299 -1.343855 -1.874944 0.4 -0.4 0.1
C -0.696162 -1.601869 -0.923141 -3.8 -1.5 -0.2
O -1.442961 0.811650 1.586479 -0.2 -0.6 0.0
H 0.165663 -2.216966 -0.969636 0.8 -0.3 -0.4
O -2.632550 0.434885 -0.185727 0.6 -0.8 1.0
O 0.032502 0.746616 -0.999566 -0.5 -2.8 1.5
O 0.448527 -0.611094 0.803169 1.9 -1.0 1.3
C -0.426205 -0.385816 -0.192640 1.0 2.4 0.5
H 0.407556 2.119487 0.398926 -0.4 1.4 1.0
```
Forces are in eV/Å.

Below is C4H7NOS in the gas phase, with properties calculated with ωB97M-V/def2-TZVPD.

The geometry in XYZ format:
```
14
Properties=species:S:1:pos:R:3:forces:R:3
C 1.121765 1.001215 0.007648 0.0 -0.4 1.1
H 1.379490 1.567373 0.937220 -0.2 -0.5 -0.8
H 1.705137 -1.060325 -1.129340 -0.1 0.2 0.0
C -2.255819 -0.675282 -0.090304 -1.1 0.3 -0.5
H 1.446548 1.590868 -0.821522 0.1 0.5 -0.6
N -0.918443 -0.334355 -0.492524 0.3 1.1 0.1
H -2.850411 -1.097635 -0.904912 0.0 0.2 0.4
S 2.096460 -0.533649 0.042680 0.1 0.0 0.2
C -1.083031 -1.441178 0.403947 -0.1 -0.5 0.9
H -0.780285 -2.381615 -0.044710 -0.3 -0.1 0.3
H -0.927468 -1.318137 1.485913 0.5 0.0 -0.6
O -1.078957 1.863685 0.140949 0.1 -0.4 -0.1
H -2.773378 0.061096 0.576897 0.6 -0.9 -0.6
C -0.396621 0.883206 -0.065017 0.1 0.5 0.1
```
Forces are in eV/Å.

Below is a molecular structure, C4H7NOS, with properties calculated with ωB97M-V/def2-TZVPD.

The geometry in XYZ format:
```
14
Properties=species:S:1:pos:R:3:forces:R:3
H -1.945631 -1.089845 -0.978060 0.5 -0.6 -0.5
C -2.392893 0.971328 0.599471 0.0 0.3 0.6
H -2.719635 1.856423 0.131842 0.1 1.5 -0.7
N 1.238985 -0.269252 -0.277311 0.0 0.5 0.3
H 3.289076 0.136881 0.556370 1.4 -1.2 -0.4
H -2.382960 1.167507 1.655426 0.0 0.0 0.6
C 0.354354 -1.009724 -0.882209 0.9 -1.1 -2.1
H 4.454101 -0.655184 -0.205024 -0.5 0.3 0.0
C -0.999181 -0.655012 -0.682673 -0.7 0.2 0.2
C -1.120523 0.438179 0.116664 1.4 -0.3 0.2
S 0.474208 0.908754 0.598432 -0.6 -0.1 -0.2
H 0.781439 -1.747922 -1.659237 -1.0 0.9 1.6
O 4.148553 -0.356285 0.658284 -0.7 0.8 0.4
H -3.179890 0.304154 0.368030 -0.8 -1.1 0.0
```
Forces are in eV/Å.

Below is C4H7NOS in the gas phase, with properties calculated with ωB97M-V/def2-TZVPD.

The geometry in XYZ format:
```
14
Properties=species:S:1:pos:R:3:forces:R:3
C 0.894618 0.265446 -0.637878 -0.2 0.6 0.7
C 0.443964 1.292029 -1.640595 2.0 1.4 -2.0
C -0.000078 -0.208190 0.215910 0.6 -1.1 0.1
N 0.286975 -1.121152 1.259326 1.2 0.2 -0.4
H 0.957879 1.134330 -2.701138 -1.2 -0.1 2.0
H -0.187440 -2.262427 2.713359 0.1 -1.0 0.9
H -1.412774 1.971820 -1.156605 1.8 -2.2 -2.0
H 1.236743 -1.441630 1.584132 -1.3 1.1 -1.2
S -2.254768 -1.540636 1.981312 -2.3 0.3 -0.4
H -1.056129 -0.057994 0.094140 -0.2 0.2 0.1
O -0.942855 1.294746 -1.808053 -2.1 2.0 1.6
H 1.930552 -0.001374 -0.453013 0.1 0.3 -0.5
C -0.685332 -1.691511 1.970054 1.7 -0.1 0.9
H 0.788646 2.366543 -1.420952 -0.2 -1.5 0.2
```
Forces are in eV/Å.

Below is 2 unconnected molecules or ions with the total composition C4H7NOS, with properties calculated with ωB97M-V/def2-TZVPD.

The geometry in XYZ format:
```
14
Properties=species:S:1:pos:R:3:forces:R:3
H -4.113569 0.047830 -0.116578 -1.5 0.5 0.6
C 0.088797 -1.800816 0.674279 -1.2 -3.1 0.5
C 1.292479 1.687434 -0.038922 -1.2 0.1 5.3
H 0.620688 2.211753 -0.604371 -1.1 1.9 -1.7
H -0.515894 0.807804 1.026048 1.1 -0.2 -0.1
H 1.703172 2.283686 0.850750 -0.4 -0.5 -1.6
C 0.467308 0.588599 0.547033 -1.5 -1.0 0.0
N -0.202603 -2.900601 0.824915 -0.6 -0.5 0.4
C 0.730558 -0.699016 0.251729 3.0 4.3 -1.5
H 1.996596 1.168351 -0.518897 3.1 -0.9 -2.3
H -3.012413 -0.164687 -1.464134 0.6 -0.2 0.0
S -2.902520 -0.394691 -0.142629 0.8 -0.3 -0.7
H 1.966965 -1.894864 -0.723345 -0.1 0.4 0.2
O 1.880432 -0.940787 -0.565882 -1.0 -0.5 0.7
```
Forces are in eV/Å.

Below is C4H7NOS in the gas phase, with properties calculated with ωB97M-V/def2-TZVPD.

The geometry in XYZ format:
```
14
Properties=species:S:1:pos:R:3:forces:R:3
C 1.227739 0.728381 -0.378274 0.0 0.3 1.4
C -0.555700 -0.492364 1.105792 0.3 -1.4 -0.9
C 0.492364 0.493526 0.732605 0.0 1.0 0.1
H -0.763876 -1.229717 0.330297 0.3 0.1 -0.4
H 0.618174 1.193925 1.572709 0.5 -0.3 -0.3
N -1.770134 0.095242 1.587770 -0.7 1.5 -0.5
H -0.139249 -1.091080 1.926335 0.1 0.2 0.1
O 0.087215 -0.679916 -1.903147 -0.8 -1.0 0.4
H -2.290092 0.549838 0.818616 0.5 -0.3 0.6
S 2.066133 0.621268 -2.958252 -0.6 -0.2 0.8
C 1.054044 0.186084 -1.704000 1.8 0.3 -1.5
H 0.236917 -1.134958 -2.749683 -0.1 0.5 0.0
H -2.358047 -0.647258 1.894288 -0.6 -0.5 0.4
H 2.094510 1.407029 -0.275057 -0.9 -0.2 -0.3
```
Forces are in eV/Å.

Below is a molecular structure, C4H7NOS2, with properties calculated with ωB97M-V/def2-TZVPD.

The geometry in XYZ format:
```
15
Properties=species:S:1:pos:R:3:forces:R:3
H 2.911921 2.000777 -0.262077 -3.1 -0.5 0.0
H -2.434435 1.025292 0.683771 -2.3 -1.0 -1.1
H 1.290652 -0.780193 1.326625 0.2 -0.7 -1.7
H 1.640589 1.634996 1.032822 0.0 -1.0 -2.6
C -1.916463 -0.682145 -0.237755 3.6 -1.3 -1.4
C 1.838023 1.402705 -0.125772 0.9 5.0 -0.2
S 2.568323 -0.146613 -0.555397 0.2 0.5 -0.6
S -4.632585 0.022999 -0.380786 2.7 0.3 1.0
H -1.888009 -1.700999 -0.705830 -1.1 0.8 0.6
O 0.183256 -1.313271 -0.368609 -0.6 -0.2 -0.6
C -3.026099 0.181694 0.077776 0.4 1.5 0.4
N -0.641074 -0.273980 -0.093713 -3.7 -0.4 1.0
C 1.441496 -1.162309 0.241997 -0.6 -1.2 2.6
H 0.863242 1.994921 -0.912431 3.3 -2.2 2.6
H 1.801169 -2.203869 0.279379 0.1 0.5 0.1
```
Forces are in eV/Å.

Below is a molecular structure, C4H7NOS2, with properties calculated with ωB97M-V/def2-TZVPD.

The geometry in XYZ format:
```
15
Properties=species:S:1:pos:R:3:forces:R:3
H -3.028218 1.237663 -0.577334 0.1 -0.9 -0.7
H -0.408218 -0.021560 2.471017 1.6 0.7 -1.2
C 0.983918 -0.527228 0.583314 -2.1 1.6 0.7
H 0.042185 2.284501 1.048850 0.9 -0.1 0.4
H 1.384635 -0.104508 2.822172 -0.6 -0.4 -1.1
N -1.104051 0.324175 -0.072052 1.5 -1.8 -2.2
H -0.935212 -1.242685 -2.327304 3.1 -0.3 0.7
C 0.639095 0.151807 2.024420 0.7 0.1 -0.3
H 1.030490 -1.833713 -1.660960 -2.4 2.5 -1.7
S 1.204475 1.951522 1.718399 -2.0 -0.9 -0.2
H 0.426723 -0.079560 -2.641261 0.4 -1.5 0.7
C -0.065161 -0.299373 -0.562989 0.3 0.1 2.4
C 0.187365 -0.956990 -1.948916 -1.3 -0.2 1.4
O 1.986564 -1.100160 0.339205 1.5 -1.0 0.2
S -2.344591 0.216108 -1.216562 -1.7 2.1 0.7
```
Forces are in eV/Å.

Below is C4H7NOS2 in the gas phase, with properties calculated with ωB97M-V/def2-TZVPD.

The geometry in XYZ format:
```
15
Properties=species:S:1:pos:R:3:forces:R:3
N 0.980313 -0.502326 2.010981 0.5 -0.5 0.4
S -0.473511 -2.588550 -1.607056 0.1 -0.1 0.0
O 0.874764 1.754668 0.554762 0.6 1.0 -0.1
C 0.503267 -0.986851 0.854068 -0.7 0.9 -0.8
H -1.136582 1.475513 0.682789 -0.1 -0.3 -0.1
C -0.107612 -0.262986 -0.143849 -0.5 -0.2 -0.4
H 1.449047 -1.173070 2.605592 -0.1 0.3 -0.1
H -1.687652 -0.798583 -3.507392 0.2 -0.7 0.0
H 0.842800 2.723231 0.511987 0.0 -0.4 0.0
C -0.641133 -0.979360 -1.309391 0.2 -0.2 0.1
C -0.315705 1.227080 -0.005183 -0.3 -0.1 -0.1
H 0.566352 -2.046580 0.721361 0.0 -0.5 0.0
H 1.281897 0.457862 2.076738 -0.3 0.0 -0.1
H -0.568285 1.690858 -0.979610 0.4 -0.2 0.5
S -1.567959 0.009093 -2.465797 0.1 1.0 0.7
```
Forces are in eV/Å.

One value per record, in order, for ΔE to the lowest compared entry with this formula, charge and spin: 117.2, 239.2, 752.7, 97.2, 840.5, 550.9, 320.0, 220.6, 499.8, 140.7, 77.6, 189.0, 234.0, 129.0, 543.5, 278.4, 103.8 kJ/mol.
One value per record, in order, for HOMO-LUMO gap: 9.059, 8.913, 8.987, 10.693, 8.800, 10.300, 9.022, 8.569, 10.839, 10.030, 10.502, 9.035, 9.880, 8.393, 7.651, 9.093, 7.941 eV.
One value per record, in order, for total energy: -760.031920, -759.985423, -436.856695, -437.106354, -436.823262, -436.933544, -1233.328069, -512.298434, -512.192101, -684.753491, -684.777502, -684.735094, -684.717946, -684.757955, -1082.787817, -1082.888802, -1082.955283 hartree.